Entry 1:
Here is a structure of composition C53H46Cl3IrN8OS3Si in a non-equilibrium geometry from the OMol25 dataset. Energies are from ωB97M-V/def2-TZVPD.

For the total energy, the calculation gives -150463.8281 eV. The net charge is 0. The calculation puts the LUMO energy at -0.01 eV. The HOMO energy is -7.181 eV.

XYZ file:
```
116
Properties=species:S:1:pos:R:3:lowdin_charge:R:1
Ir -1.250 -0.834 0.023 1.16
N 0.252 -1.133 -1.232 -0.09
S 4.097 -0.075 -0.027 1.03
N 1.030 -1.276 -1.986 0.23
S 1.456 2.209 -1.478 1.07
N 0.280 3.268 -1.158 -0.48
S -0.782 2.633 -0.100 0.69
N -1.179 1.247 -0.164 -0.41
C -0.178 3.193 1.490 -0.29
C -0.762 2.627 2.616 -0.07
C -0.311 2.997 3.873 -0.07
C 0.723 3.915 3.995 -0.09
C 1.310 4.466 2.863 -0.07
C 0.860 4.109 1.601 -0.07
C -2.183 3.700 -0.408 -0.28
C -2.242 4.571 -1.483 -0.06
C -3.426 5.254 -1.734 -0.07
C -4.529 5.063 -0.916 -0.07
C -4.460 4.183 0.157 -0.06
C -3.287 3.493 0.412 -0.06
C 2.859 3.252 -1.782 -0.40
C 4.105 2.769 -1.414 -0.12
C 5.224 3.558 -1.653 -0.06
C 5.079 4.806 -2.237 -0.07
C 3.818 5.280 -2.586 -0.06
C 2.695 4.503 -2.362 -0.06
C 1.116 1.597 -3.128 -0.39
C -0.212 1.377 -3.462 -0.10
C -0.505 0.784 -4.681 -0.07
C 0.518 0.413 -5.542 -0.07
C 1.842 0.635 -5.188 -0.06
C 2.151 1.227 -3.973 -0.07
C 4.333 -1.684 -0.723 -0.51
C 3.364 -2.680 -0.679 -0.13
C 3.586 -3.883 -1.331 -0.07
C 4.757 -4.093 -2.048 -0.09
C 5.717 -3.095 -2.099 -0.09
C 5.513 -1.898 -1.429 -0.11
C 3.398 -0.270 1.598 -0.49
C 2.867 0.898 2.134 -0.12
C 2.352 0.903 3.415 -0.08
C 2.331 -0.260 4.176 -0.12
C 2.847 -1.430 3.635 -0.06
C 3.392 -1.440 2.349 -0.08
H -1.535 1.874 2.512 0.10
H -0.751 2.542 4.750 0.11
H 1.081 4.194 4.978 0.11
H 2.122 5.175 2.962 0.11
H 1.303 4.538 0.712 0.10
H -1.374 4.710 -2.111 0.10
H -3.483 5.934 -2.573 0.11
H -5.449 5.597 -1.117 0.11
H -5.323 4.023 0.789 0.11
H -3.241 2.778 1.224 0.11
H 4.197 1.798 -0.943 -0.04
H 6.204 3.197 -1.370 0.11
H 5.951 5.420 -2.417 0.11
H 3.712 6.259 -3.034 0.11
H 1.704 4.855 -2.613 0.11
H -1.000 1.651 -2.772 0.08
H -1.538 0.606 -4.952 0.11
H 0.284 -0.052 -6.490 0.11
H 2.640 0.345 -5.859 0.11
H 3.183 1.391 -3.693 0.11
H 2.443 -2.519 -0.134 0.08
H 2.835 -4.661 -1.289 0.10
H 4.920 -5.033 -2.559 0.10
H 6.636 -3.250 -2.650 0.10
H 6.271 -1.126 -1.445 0.10
H 2.853 1.807 1.542 0.09
H 1.947 1.821 3.819 0.08
H 1.920 -0.252 5.171 0.09
H 2.832 -2.346 4.213 0.11
H 3.816 -2.353 1.953 0.10
Cl -8.267 0.120 -0.546 0.66
C -6.624 -0.084 -0.017 -0.67
C -5.611 -0.156 -0.952 -0.13
C -4.317 -0.304 -0.491 -0.51
Cl -3.022 -0.495 -1.664 0.79
C -3.962 -0.393 0.860 -0.46
O -2.733 -0.469 1.295 -0.29
C -5.043 -0.343 1.763 -0.58
Cl -4.689 -0.462 3.449 0.73
C -6.346 -0.185 1.339 -0.12
H -5.822 -0.104 -2.011 0.11
H -7.145 -0.145 2.066 0.11
C -4.014 -3.772 -1.137 -0.17
Si -2.143 -3.918 -0.986 0.35
C -1.860 -5.738 -0.623 -0.17
C -1.408 -3.576 -2.690 -0.20
N -1.463 -2.891 0.227 -0.25
C -1.035 -3.471 1.446 -0.40
C -1.702 -3.199 2.647 -0.06
C -1.314 -3.791 3.837 -0.10
C -0.250 -4.685 3.866 -0.10
C 0.411 -4.978 2.684 -0.09
C 0.025 -4.375 1.495 -0.08
H -4.384 -4.459 -1.904 0.03
H -4.358 -2.775 -1.406 -0.02
H -4.491 -4.037 -0.190 0.04
H -2.539 -6.311 -1.260 0.03
H -2.078 -5.989 0.416 0.04
H -0.843 -6.069 -0.843 0.03
H -1.818 -4.303 -3.398 0.03
H -0.322 -3.694 -2.691 0.01
H -1.645 -2.585 -3.085 -0.01
H -2.559 -2.536 2.620 0.09
H -1.846 -3.555 4.749 0.10
H 0.049 -5.151 4.796 0.10
H 1.239 -5.679 2.681 0.10
H 0.553 -4.603 0.584 0.09
N 0.069 -1.798 5.932 0.15
C -0.046 -1.178 4.962 -0.40
N -0.261 -0.363 3.950 0.13
C -0.121 -0.595 2.726 -0.33
N 0.006 -0.706 1.563 0.04
```

---

Entry 2:
Here is a cluster of 6 separate species, C44H54Br2F41N4O8 in total in a non-equilibrium geometry from the OMol25 dataset. Energies are from ωB97M-V/def2-TZVPD.

For the total energy, the calculation gives -320337.7538 eV. The net charge is +1. The calculation puts the LUMO energy at -3.28 eV. The HOMO energy is -12.463 eV.

XYZ file:
```
153
Properties=species:S:1:pos:R:3:lowdin_charge:R:1
C -4.572 5.741 0.418 -0.10
C -4.950 5.859 -1.072 -0.23
C -4.885 4.507 -1.832 -0.17
C -3.392 4.292 -2.284 -0.30
C -3.272 4.960 -3.676 -0.06
C -2.870 2.826 -2.155 -0.30
C -3.937 1.783 -2.614 -0.12
C -4.684 2.031 -3.929 -0.29
C -5.430 0.725 -4.307 -0.59
Br -6.591 1.071 -5.847 0.64
C -2.599 2.518 -0.659 -0.29
F -3.597 2.919 0.171 0.07
N -2.391 1.081 -0.415 0.05
C -2.163 0.794 1.017 -0.06
C -0.899 1.466 1.630 -0.25
O -0.668 1.216 2.725 0.15
C -1.326 0.705 -1.206 -0.29
N -0.906 -0.525 -1.075 0.07
N 0.187 -1.000 -1.843 0.12
N -0.709 1.483 -2.134 0.11
C -1.464 2.579 -2.779 -0.60
Br -0.247 4.144 -2.516 0.93
C -1.521 2.249 -4.297 -0.17
C -0.157 1.935 -4.960 -0.18
C 0.244 0.427 -4.918 -0.16
C 1.712 0.346 -4.493 -0.19
O 2.066 -0.963 -3.978 -0.02
C 3.116 -0.834 -3.155 -0.38
O 3.329 -1.575 -2.286 0.11
H -4.841 6.678 0.918 0.08
H -5.082 4.908 0.906 0.07
H -3.491 5.632 0.561 0.07
H -4.207 6.528 -1.526 0.11
H -5.931 6.324 -1.194 0.11
H -5.295 3.678 -1.254 0.10
H -5.498 4.627 -2.730 0.10
H -2.795 4.900 -1.592 0.10
H -3.989 5.787 -3.687 0.09
H -2.303 5.422 -3.885 0.05
H -3.532 4.334 -4.530 0.07
H -3.527 0.761 -2.658 0.12
H -4.687 1.739 -1.815 0.13
H -4.081 2.325 -4.789 0.09
H -5.474 2.780 -3.839 0.09
H -4.736 -0.095 -4.485 0.07
H -6.101 0.507 -3.474 0.06
H -1.705 3.101 -0.382 0.13
H -2.028 -0.274 1.211 0.13
H -3.005 1.083 1.646 0.14
H -0.272 2.147 1.015 0.14
H -1.326 -1.184 -0.434 0.17
H -0.023 -1.958 -2.111 0.13
H 0.973 -1.030 -1.194 0.11
H 0.253 1.715 -1.920 0.12
H -2.137 1.348 -4.420 0.12
H -1.991 3.040 -4.878 0.10
H 0.671 2.561 -4.617 0.07
H -0.279 2.165 -6.024 0.12
H 0.163 0.010 -5.928 0.12
H -0.414 -0.170 -4.289 0.09
H 2.383 0.682 -5.292 0.14
H 1.829 1.062 -3.665 0.10
H 3.760 0.051 -3.304 0.16
C 6.926 -3.899 1.783 -0.04
C 5.798 -3.986 2.823 -0.44
C 5.090 -5.335 2.939 -0.29
F 4.488 -5.691 1.787 0.09
F 4.120 -5.259 3.890 0.08
F 4.903 -2.997 2.595 0.13
F 6.359 -3.723 4.036 0.11
O 6.592 -3.334 0.525 0.05
C 6.029 -4.156 -0.435 -0.53
C 4.604 -3.733 -0.784 -0.29
F 3.807 -3.754 0.312 0.09
F 4.068 -4.589 -1.686 0.10
F 6.102 -5.447 -0.054 0.14
F 6.792 -4.036 -1.542 0.15
H 7.659 -3.209 2.198 0.15
H 7.458 -4.845 1.673 0.15
H 5.791 -6.122 3.231 0.18
H 4.589 -2.731 -1.197 0.13
C -8.679 4.562 -9.074 -0.04
C -8.061 4.539 -10.482 -0.44
C -6.802 3.689 -10.649 -0.30
F -5.795 4.126 -9.861 0.09
F -6.370 3.765 -11.930 0.10
F -7.841 5.806 -10.893 0.14
F -9.006 4.023 -11.317 0.11
O -8.355 5.675 -8.253 0.05
C -7.179 5.636 -7.532 -0.53
C -6.196 6.719 -7.976 -0.28
F -5.889 6.586 -9.280 0.10
F -5.041 6.607 -7.271 0.09
F -6.634 4.405 -7.576 0.11
F -7.516 5.862 -6.241 0.14
H -9.754 4.648 -9.223 0.15
H -8.539 3.617 -8.549 0.14
H -7.006 2.639 -10.420 0.17
H -6.618 7.713 -7.816 0.18
C 1.846 -5.684 6.150 -0.05
C 2.168 -5.375 7.622 -0.44
C 2.597 -6.562 8.483 -0.30
F 1.638 -7.507 8.563 0.09
F 2.843 -6.148 9.752 0.09
F 1.119 -4.735 8.183 0.13
F 3.201 -4.487 7.620 0.11
O 0.475 -5.850 5.817 0.05
C -0.101 -7.094 6.003 -0.53
C -1.208 -7.062 7.058 -0.28
F -0.732 -6.638 8.245 0.10
F -1.706 -8.307 7.239 0.10
F 0.840 -8.016 6.279 0.14
F -0.651 -7.444 4.819 0.14
H 2.148 -4.801 5.588 0.14
H 2.460 -6.493 5.755 0.14
H 3.512 -7.019 8.093 0.17
H -2.016 -6.396 6.749 0.18
C 3.463 -9.878 11.600 -0.04
C 3.639 -9.094 12.917 -0.44
C 4.693 -7.984 12.897 -0.30
F 5.926 -8.465 12.638 0.09
F 4.754 -7.376 14.106 0.10
F 3.874 -9.961 13.924 0.13
F 2.441 -8.508 13.191 0.11
O 4.135 -11.128 11.499 0.05
C 5.458 -11.152 11.096 -0.53
C 6.386 -11.677 12.193 -0.28
F 6.303 -10.918 13.303 0.10
F 7.670 -11.637 11.766 0.10
F 5.837 -9.944 10.637 0.14
F 5.523 -11.998 10.044 0.14
H 2.409 -10.145 11.547 0.15
H 3.639 -9.252 10.725 0.14
H 4.444 -7.224 12.150 0.17
H 6.128 -12.705 12.455 0.18
C 3.642 8.072 -1.875 -0.05
C 2.911 6.807 -2.355 -0.44
C 3.486 6.142 -3.608 -0.29
F 3.452 6.961 -4.673 0.10
F 2.753 5.040 -3.934 0.05
F 1.596 7.085 -2.511 0.10
F 2.988 5.895 -1.342 0.09
O 3.082 9.317 -2.255 0.05
C 3.411 9.837 -3.498 -0.53
C 2.193 9.936 -4.416 -0.28
F 1.628 8.722 -4.599 0.09
F 2.568 10.398 -5.628 0.11
F 4.416 9.133 -4.054 0.14
F 3.884 11.079 -3.281 0.16
H 3.559 8.066 -0.788 0.15
H 4.713 8.030 -2.078 0.15
H 4.518 5.821 -3.438 0.18
H 1.445 10.609 -3.993 0.18
```

---

- LUMO energy of number 1 (C53H46Cl3IrN8OS3Si)?
  -0.01 eV

---

- Which of these has the highest net charge?
  C44H54Br2F41N4O8